[1]
Below is a 2-piece molecular cluster, C45H47N4OSi overall, with properties calculated with ωB97M-V/def2-TZVPD.

Each line ends with the Löwdin charge.
Atoms and positions in Å:
C (-1.17, 4.80, 5.33)  0.004
N (-0.87, 3.39, 5.31)  -0.041
C (-1.84, 2.44, 5.51)  -0.357
O (-3.03, 2.67, 5.69)  0.110
C (-1.17, 1.07, 5.46)  -0.138
C (-1.78, 0.08, 4.46)  -0.090
C (-3.26, -0.18, 4.67)  -0.235
C (-4.15, -0.01, 3.60)  -0.037
C (-5.52, -0.16, 3.81)  -0.067
C (-6.00, -0.52, 5.07)  -0.073
C (-5.10, -0.76, 6.12)  -0.064
C (-3.73, -0.59, 5.92)  -0.042
N (0.21, 1.42, 5.09)  0.072
C (1.13, 0.47, 4.85)  0.013
C (2.43, 0.72, 4.44)  -0.051
C (3.30, -0.18, 3.81)  0.054
C (4.72, -0.01, 3.95)  -0.202
C (5.53, -1.15, 4.21)  0.004
C (6.82, -1.01, 4.69)  0.002
C (7.39, 0.27, 4.85)  -0.205
C (8.74, 0.42, 5.31)  -0.155
N (9.86, 0.53, 5.64)  0.182
C (6.64, 1.40, 4.49)  -0.003
C (5.34, 1.27, 4.02)  -0.006
C (0.47, 2.87, 5.08)  -0.452
C (1.01, 3.37, 3.73)  0.015
C (1.42, 3.30, 6.23)  0.023
H (-2.24, 4.93, 5.46)  0.105
H (-0.62, 5.30, 6.14)  0.102
H (-0.86, 5.26, 4.38)  0.096
H (-1.20, 0.62, 6.47)  0.176
H (-1.62, 0.47, 3.44)  0.119
H (-1.22, -0.86, 4.53)  0.115
H (-3.74, 0.26, 2.62)  0.114
H (-6.21, 0.03, 2.98)  0.109
H (-7.07, -0.63, 5.24)  0.108
H (-5.46, -1.06, 7.11)  0.109
H (-3.01, -0.76, 6.72)  0.114
H (0.80, -0.55, 5.12)  0.158
H (2.87, 1.68, 4.72)  0.093
H (2.95, -1.12, 3.39)  0.107
H (5.07, -2.13, 4.11)  0.125
H (7.40, -1.89, 4.98)  0.132
H (7.08, 2.40, 4.62)  0.132
H (4.77, 2.16, 3.74)  0.119
H (0.28, 3.16, 2.94)  0.110
H (1.19, 4.45, 3.79)  0.096
H (1.95, 2.88, 3.47)  0.069
H (0.86, 3.35, 7.17)  0.107
H (2.24, 2.58, 6.35)  0.078
H (1.84, 4.28, 6.00)  0.101
C (2.03, -8.56, -0.81)  -0.083
C (0.73, -8.77, -0.34)  -0.081
C (-0.15, -7.69, -0.18)  -0.089
C (0.29, -6.38, -0.45)  -0.248
Si (-0.88, -4.94, -0.39)  0.721
C (-2.66, -5.46, -0.27)  -0.246
C (-3.48, -4.96, 0.76)  -0.087
C (-4.82, -5.35, 0.85)  -0.082
C (-5.34, -6.26, -0.08)  -0.080
C (-4.53, -6.75, -1.11)  -0.077
C (-3.20, -6.36, -1.20)  -0.095
C (-0.49, -3.78, 0.99)  -0.247
C (0.30, -4.21, 2.07)  -0.057
C (0.88, -3.25, 2.91)  -0.066
C (0.65, -1.89, 2.67)  -0.129
C (-0.22, -1.48, 1.66)  -0.082
C (-0.84, -2.43, 0.85)  -0.091
C (-0.55, -3.83, -1.90)  -0.381
C (-0.62, -4.47, -3.31)  -0.151
C (0.67, -4.01, -4.03)  -0.153
C (1.47, -3.15, -3.03)  -0.203
N (0.76, -3.27, -1.76)  -0.088
C (1.62, -6.17, -0.83)  -0.087
C (2.47, -7.26, -1.08)  -0.078
H (2.69, -9.41, -0.97)  0.105
H (0.38, -9.77, -0.11)  0.104
H (-1.18, -7.85, 0.14)  0.101
H (-3.06, -4.26, 1.49)  0.094
H (-5.44, -4.95, 1.64)  0.102
H (-6.39, -6.56, -0.02)  0.105
H (-4.94, -7.45, -1.85)  0.105
H (-2.56, -6.75, -2.01)  0.105
H (0.47, -5.27, 2.23)  0.115
H (1.52, -3.56, 3.73)  0.105
H (1.14, -1.13, 3.27)  0.028
H (-0.40, -0.41, 1.48)  0.104
H (-1.57, -2.10, 0.11)  0.114
H (-1.37, -3.08, -1.80)  0.099
H (-0.70, -5.56, -3.25)  0.095
H (-1.52, -4.10, -3.82)  0.111
H (1.27, -4.87, -4.35)  0.106
H (0.42, -3.43, -4.92)  0.102
H (2.50, -3.54, -2.93)  0.101
H (1.53, -2.10, -3.35)  0.108
H (0.89, -2.52, -1.09)  0.104
H (1.99, -5.14, -0.95)  0.094
H (3.46, -7.08, -1.50)  0.102

Relative energy (zero: lowest compared OMol25 entry of this formula, charge and spin) (kJ/mol): 83.25
Total energy (Ha): -2326.468012
Net charge: +1

***

[2]
Below is C45H48BaN9O4S2 as an isolated structure, with properties calculated with ωB97M-V/def2-TZVPD.

Each line ends with the Löwdin charge.
Atoms and positions in Å:
Ba (0.46, 0.39, 0.22)  1.902
C (6.50, 3.47, 2.39)  -0.037
C (5.30, 3.08, 1.56)  -0.263
C (4.19, 3.86, 1.45)  0.011
C (3.09, 3.49, 0.62)  -0.120
C (2.01, 4.40, 0.62)  -0.017
N (1.13, 4.62, -0.31)  0.093
C (1.22, 4.26, -1.73)  -0.145
C (-0.14, 3.88, -2.30)  -0.151
C (0.06, 3.36, -3.71)  -0.160
N (-1.21, 3.15, -4.41)  0.070
C (-1.60, 2.07, -5.06)  -0.021
C (-1.14, 0.76, -4.99)  -0.126
C (-1.51, -0.08, -6.10)  -0.022
C (-1.13, -1.37, -6.20)  -0.282
C (-1.48, -2.25, -7.38)  -0.043
C (-0.34, -1.89, -5.12)  0.022
C (-0.01, -1.18, -4.02)  -0.149
C (0.83, -1.78, -2.94)  -0.140
N (2.10, -1.73, -2.88)  0.082
C (2.83, -1.00, -3.93)  -0.198
C (3.15, 0.43, -3.48)  -0.169
C (4.42, 0.56, -2.65)  -0.215
N (4.40, -0.40, -1.55)  0.083
C (4.24, -0.01, -0.36)  -0.117
C (4.19, 1.40, 0.15)  -0.142
C (5.26, 1.84, 0.88)  0.014
C (3.04, 2.22, -0.03)  -0.340
O (2.00, 1.81, -0.69)  -0.438
C (-0.45, 0.19, -3.85)  -0.349
O (-0.31, 0.78, -2.75)  -0.105
H (6.42, 4.50, 2.74)  0.079
H (7.42, 3.38, 1.82)  0.085
H (6.60, 2.83, 3.27)  0.074
H (4.15, 4.81, 1.97)  0.126
H (1.90, 5.03, 1.50)  0.145
H (0.38, 5.25, -0.06)  0.160
H (1.91, 3.44, -1.85)  0.106
H (1.62, 5.13, -2.26)  0.140
H (-0.80, 4.75, -2.31)  0.123
H (-0.60, 3.10, -1.69)  0.110
H (0.59, 2.42, -3.68)  0.102
H (0.64, 4.07, -4.30)  0.140
H (-1.75, 3.98, -4.58)  0.153
H (-2.40, 2.27, -5.77)  0.144
H (-2.09, 0.37, -6.91)  0.123
H (-2.06, -1.70, -8.12)  0.078
H (-2.06, -3.12, -7.07)  0.081
H (-0.57, -2.62, -7.87)  0.084
H (0.00, -2.92, -5.19)  0.139
H (0.31, -2.33, -2.15)  0.120
H (2.25, -0.96, -4.85)  0.102
H (3.75, -1.55, -4.12)  0.117
H (2.31, 0.81, -2.92)  0.075
H (3.28, 1.05, -4.37)  0.116
H (4.55, 1.60, -2.33)  0.111
H (5.28, 0.29, -3.27)  0.118
H (4.18, -0.79, 0.41)  0.120
H (6.12, 1.17, 0.99)  0.141
C (6.05, -1.24, 6.48)  -0.042
C (4.87, -1.00, 5.57)  -0.255
C (4.99, -0.17, 4.45)  -0.023
C (3.91, 0.06, 3.61)  -0.039
C (2.70, -0.57, 3.89)  -0.291
C (2.55, -1.39, 5.00)  -0.039
C (3.64, -1.59, 5.83)  -0.025
S (1.34, -0.34, 2.80)  0.471
O (0.17, -0.79, 3.50)  -0.325
O (1.65, -1.09, 1.56)  -0.594
N (1.26, 1.15, 2.31)  -0.383
C (0.66, 2.15, 3.10)  -0.383
C (0.78, 2.22, 4.49)  -0.002
C (0.18, 3.25, 5.18)  -0.053
C (-0.54, 4.21, 4.47)  -0.072
C (-0.60, 4.07, 3.10)  -0.154
N (-0.01, 3.08, 2.40)  0.096
H (6.99, -1.13, 5.95)  0.079
H (6.02, -2.23, 6.92)  0.081
H (6.05, -0.51, 7.30)  0.088
H (5.94, 0.31, 4.24)  0.110
H (4.00, 0.72, 2.76)  0.092
H (1.59, -1.85, 5.20)  0.117
H (3.53, -2.23, 6.70)  0.119
H (1.34, 1.45, 5.02)  0.108
H (0.27, 3.32, 6.25)  0.114
H (-1.04, 5.03, 4.96)  0.104
H (-1.17, 4.79, 2.51)  0.103
C (-3.72, -1.62, 4.15)  -0.029
N (-4.01, -2.02, 2.77)  -0.124
C (-4.83, -3.07, 2.40)  -0.039
C (-4.81, -3.14, 1.07)  -0.041
N (-3.97, -2.11, 0.61)  0.012
C (-3.47, -1.40, 1.68)  -0.706
S (-2.42, -0.10, 1.79)  0.595
C (-3.73, -1.91, -0.78)  -0.269
C (-3.73, -3.01, -1.63)  -0.003
C (-3.56, -2.78, -2.98)  -0.045
C (-3.37, -1.49, -3.44)  -0.054
C (-3.36, -0.47, -2.50)  -0.115
N (-3.55, -0.67, -1.19)  0.143
H (-3.93, -2.47, 4.79)  0.092
H (-4.33, -0.77, 4.45)  0.097
H (-2.67, -1.34, 4.21)  0.061
H (-5.37, -3.67, 3.12)  0.128
H (-5.34, -3.79, 0.40)  0.120
H (-3.84, -4.01, -1.25)  0.112
H (-3.55, -3.62, -3.68)  0.116
H (-3.23, -1.27, -4.48)  0.097
H (-3.20, 0.56, -2.80)  0.109

Relative energy (zero: lowest compared OMol25 entry of this formula, charge and spin) (kJ/mol): 348.27
Total energy (Ha): -3359.075687
Net charge: +1

***

[3]
Below is C45H48Cl48O4S as an isolated structure, with properties calculated with ωB97M-V/def2-TZVPD.

Each line ends with the Löwdin charge.
Atoms and positions in Å:
C (9.84, 1.44, 1.68)  -0.171
C (9.29, 0.42, 2.83)  -0.263
C (9.44, -1.19, 2.42)  -0.221
C (9.07, -1.46, 0.85)  -0.235
C (9.08, -3.08, 0.44)  -0.206
C (8.14, -3.20, -0.91)  -0.224
C (7.45, -4.67, -1.13)  -0.216
C (6.63, -5.25, 0.17)  -0.216
C (5.03, -5.56, -0.19)  -0.222
C (4.22, -5.84, 1.21)  -0.208
C (2.65, -5.28, 1.19)  -0.172
C (2.38, -4.66, 2.68)  -0.153
C (1.06, -3.68, 2.80)  -0.054
C (0.10, -3.76, 3.97)  -0.083
C (0.29, -4.88, 5.18)  -0.083
C (-0.03, -6.38, 4.50)  -0.117
O (-0.92, -6.57, 3.52)  -0.152
C (-1.21, -2.73, 4.11)  -0.241
O (-1.68, -2.55, 5.35)  -0.110
C (-1.80, -2.09, 2.73)  -0.027
C (-3.38, -1.56, 2.69)  -0.095
C (-4.43, -1.63, 3.95)  -0.198
C (-6.02, -1.81, 3.50)  -0.250
C (-6.88, -2.75, 4.57)  -0.525
S (-7.74, -4.21, 3.71)  0.571
C (-3.90, -0.93, 1.27)  0.057
C (-2.93, -0.85, -0.09)  -0.049
C (-3.64, -0.18, -1.41)  -0.141
C (-4.78, -1.38, -2.08)  -0.172
C (-4.08, -2.45, -3.25)  -0.011
O (-4.48, -2.87, -1.72)  -0.246
C (-1.35, -1.40, -0.07)  -0.009
C (-0.42, -1.34, -1.42)  -0.183
C (-0.14, 0.15, -2.02)  -0.255
C (-0.30, 1.38, -0.95)  -0.131
C (-0.81, -2.00, 1.39)  0.048
C (0.73, -2.54, 1.63)  -0.162
O (1.82, -2.09, 0.97)  -0.134
H (9.30, 1.36, 0.64)  0.066
H (9.65, 2.56, 2.04)  0.077
H (11.01, 1.37, 1.51)  0.085
H (9.94, 0.64, 3.81)  0.108
H (8.18, 0.69, 3.12)  0.103
H (10.53, -1.54, 2.73)  0.116
H (8.63, -1.75, 3.08)  0.111
H (9.74, -0.85, 0.09)  0.112
H (7.96, -1.10, 0.69)  0.111
H (8.72, -3.72, 1.35)  0.100
H (10.21, -3.33, 0.21)  0.116
H (8.87, -3.01, -1.83)  0.120
H (7.29, -2.37, -0.95)  0.107
H (6.65, -4.55, -2.00)  0.089
H (8.27, -5.44, -1.49)  0.112
H (7.17, -6.26, 0.49)  0.121
H (6.69, -4.49, 1.07)  0.100
H (5.02, -6.58, -0.81)  0.125
H (4.61, -4.67, -0.82)  0.043
H (4.84, -5.29, 2.07)  0.102
H (4.29, -6.99, 1.49)  0.120
H (1.98, -6.26, 1.11)  0.121
H (2.46, -4.53, 0.30)  0.088
H (3.32, -3.97, 2.93)  0.132
H (2.42, -5.54, 3.45)  0.115
H (-0.47, -4.76, 6.06)  0.127
H (1.41, -4.85, 5.50)  0.116
H (0.58, -7.35, 4.84)  0.137
H (-4.41, -0.67, 4.65)  0.099
H (-4.21, -2.56, 4.67)  0.096
H (-6.13, -2.24, 2.40)  0.094
H (-6.56, -0.76, 3.50)  0.108
H (-6.21, -3.20, 5.42)  0.068
H (-7.72, -2.11, 5.13)  0.089
H (-7.14, -4.49, 2.47)  -0.158
H (-5.02, -0.51, 1.24)  0.113
H (-2.91, 0.06, -2.29)  0.050
H (-4.36, 0.71, -1.12)  0.094
H (-5.97, -1.02, -2.26)  0.144
H (-2.89, -2.39, -3.37)  0.097
H (-4.77, -3.20, -3.83)  0.110
H (0.62, -1.88, -1.33)  0.017
H (-1.02, -1.93, -2.26)  0.107
H (0.99, 0.19, -2.41)  0.100
H (-0.82, 0.33, -2.98)  0.099
H (-1.41, 1.80, -1.06)  0.052
H (-0.03, 1.08, 0.15)  0.089
H (0.39, 2.27, -1.35)  0.089
C (-2.54, -0.59, 8.14)  -1.988
Cl (-1.55, 0.21, 6.90)  0.499
Cl (-1.75, -2.10, 8.65)  0.523
Cl (-2.71, 0.49, 9.55)  0.516
Cl (-4.15, -0.96, 7.48)  0.529
C (3.46, -2.66, -3.25)  -1.968
Cl (2.89, -2.30, -1.60)  0.599
Cl (4.93, -1.71, -3.59)  0.519
Cl (3.84, -4.40, -3.38)  0.541
Cl (2.19, -2.24, -4.42)  0.522
C (-4.94, 2.91, -3.60)  -1.962
Cl (-5.04, 4.11, -4.92)  0.480
Cl (-3.23, 2.58, -3.23)  0.538
Cl (-5.74, 3.56, -2.15)  0.521
Cl (-5.74, 1.41, -4.11)  0.550
C (-9.14, 5.89, -5.03)  -1.957
Cl (-8.35, 7.15, -6.02)  0.485
Cl (-10.24, 6.67, -3.86)  0.516
Cl (-10.07, 4.80, -6.08)  0.526
Cl (-7.90, 4.97, -4.15)  0.428
C (2.46, -0.24, 5.87)  -1.953
Cl (1.37, -0.82, 4.58)  0.599
Cl (1.57, 0.84, 6.96)  0.506
Cl (3.08, -1.64, 6.79)  0.523
Cl (3.82, 0.64, 5.14)  0.466
C (-1.74, 6.64, -5.98)  -1.989
Cl (-1.93, 5.15, -5.04)  0.480
Cl (-2.97, 7.83, -5.47)  0.499
Cl (-0.11, 7.32, -5.71)  0.490
Cl (-1.95, 6.28, -7.72)  0.523
C (-11.34, 2.61, -2.28)  -1.986
Cl (-12.43, 2.03, -3.56)  0.515
Cl (-12.23, 3.69, -1.18)  0.516
Cl (-10.72, 1.22, -1.36)  0.512
Cl (-9.98, 3.49, -3.01)  0.451
C (0.27, 11.27, -7.10)  -1.978
Cl (1.39, 10.22, -8.00)  0.462
Cl (1.14, 12.03, -5.74)  0.522
Cl (-0.36, 12.54, -8.18)  0.520
Cl (-1.08, 10.30, -6.47)  0.477
C (-4.23, -6.24, 1.89)  -1.976
Cl (-5.05, -5.77, 0.38)  0.522
Cl (-3.46, -4.80, 2.62)  0.599
Cl (-5.42, -6.91, 3.04)  0.505
Cl (-2.99, -7.46, 1.53)  0.540
C (-9.33, 11.42, -5.08)  -1.997
Cl (-9.90, 11.78, -3.43)  0.510
Cl (-7.86, 12.37, -5.42)  0.510
Cl (-8.95, 9.68, -5.21)  0.444
Cl (-10.60, 11.84, -6.25)  0.513
C (5.67, 4.71, 4.97)  -1.996
Cl (4.52, 5.80, 5.78)  0.515
Cl (5.03, 3.05, 4.98)  0.446
Cl (5.91, 5.24, 3.28)  0.509
Cl (7.23, 4.75, 5.82)  0.509
C (4.17, 6.78, -8.58)  -1.995
Cl (3.98, 5.28, -7.63)  0.513
Cl (2.94, 7.96, -8.07)  0.443
Cl (5.80, 7.45, -8.30)  0.516
Cl (3.96, 6.42, -10.31)  0.515

Total energy (Ha): -24530.695272

***

[4]
Below is C45H48N4O6W as an isolated structure, with properties calculated with ωB97M-V/def2-TZVPD.

Each line ends with the Löwdin charge.
Atoms and positions in Å:
W (-0.34, 0.26, -0.24)  1.984
O (-4.65, 0.32, -0.03)  0.231
C (-3.37, 0.44, 0.11)  -0.443
O (-2.52, -0.16, -0.56)  -0.026
C (-2.89, 1.33, 1.20)  -0.162
C (-3.63, 2.12, 2.05)  0.061
C (-2.96, 2.77, 3.08)  0.041
C (-1.59, 2.57, 3.25)  0.093
C (-0.93, 1.78, 2.33)  -0.120
N (-1.56, 1.21, 1.32)  0.056
C (0.53, 1.44, 2.32)  -0.438
O (1.31, 1.66, 3.18)  0.231
O (0.84, 0.83, 1.12)  -0.183
H (-4.88, -0.23, -0.80)  0.184
H (-4.70, 2.20, 1.92)  0.151
H (-3.50, 3.41, 3.76)  0.142
H (-1.04, 3.02, 4.07)  0.152
C (-3.61, -3.19, 2.79)  -0.034
C (-3.02, -1.79, 2.65)  -0.359
C (-3.86, -0.81, 3.49)  -0.053
C (-1.56, -1.76, 3.07)  -0.132
C (-1.27, -1.90, 4.42)  -0.015
C (0.03, -1.96, 4.88)  -0.025
C (1.08, -1.93, 3.97)  -0.008
C (0.85, -1.80, 2.61)  -0.149
C (2.02, -1.94, 1.66)  -0.368
C (3.26, -1.18, 2.14)  -0.037
C (2.31, -3.43, 1.48)  -0.021
C (-0.48, -1.68, 2.17)  -0.158
N (-0.71, -1.51, 0.74)  -0.053
C (-1.16, -2.63, 0.05)  -0.421
O (-1.52, -3.68, 0.52)  0.160
C (-0.96, -2.46, -1.43)  -0.132
C (-1.11, -3.41, -2.41)  0.076
C (-0.62, -3.12, -3.68)  0.040
C (0.06, -1.93, -3.93)  0.066
C (0.17, -1.04, -2.88)  -0.180
N (-0.39, -1.30, -1.71)  0.010
C (1.01, 0.19, -2.75)  -0.433
O (1.40, 0.88, -3.64)  0.194
N (1.25, 0.46, -1.35)  -0.078
C (2.58, 1.01, -1.09)  -0.138
C (2.75, 2.31, -0.61)  -0.135
C (4.04, 2.74, -0.32)  -0.003
C (5.13, 1.92, -0.54)  -0.020
C (4.94, 0.65, -1.07)  -0.009
C (3.67, 0.17, -1.37)  -0.122
C (3.56, -1.21, -1.99)  -0.355
C (4.49, -2.24, -1.34)  -0.055
C (3.89, -1.16, -3.49)  -0.036
C (1.61, 3.31, -0.52)  -0.387
C (1.52, 4.10, -1.83)  -0.031
C (1.72, 4.26, 0.68)  -0.045
H (-4.66, -3.19, 2.48)  0.092
H (-3.07, -3.92, 2.20)  0.069
H (-3.58, -3.51, 3.84)  0.092
H (-3.08, -1.51, 1.60)  0.101
H (-4.08, -1.25, 4.47)  0.090
H (-3.35, 0.13, 3.68)  0.061
H (-4.82, -0.62, 3.01)  0.090
H (-2.09, -1.98, 5.13)  0.121
H (0.23, -2.07, 5.94)  0.120
H (2.09, -2.02, 4.34)  0.122
H (1.74, -1.54, 0.68)  0.092
H (3.71, -1.65, 3.02)  0.088
H (4.03, -1.17, 1.36)  0.062
H (3.04, -0.14, 2.39)  0.074
H (2.60, -3.88, 2.44)  0.097
H (1.44, -3.97, 1.12)  0.083
H (3.13, -3.59, 0.79)  0.066
H (-1.55, -4.37, -2.16)  0.144
H (-0.72, -3.85, -4.48)  0.136
H (0.52, -1.71, -4.88)  0.147
H (4.20, 3.74, 0.06)  0.121
H (6.12, 2.27, -0.32)  0.122
H (5.80, 0.03, -1.26)  0.123
H (2.54, -1.58, -1.86)  0.114
H (5.53, -2.08, -1.65)  0.087
H (4.46, -2.20, -0.26)  0.052
H (4.22, -3.25, -1.66)  0.093
H (4.92, -0.81, -3.62)  0.096
H (3.83, -2.16, -3.93)  0.091
H (3.26, -0.48, -4.06)  0.065
H (0.68, 2.76, -0.41)  0.055
H (2.42, 4.71, -1.96)  0.099
H (1.45, 3.44, -2.70)  0.076
H (0.66, 4.78, -1.82)  0.093
H (2.50, 5.00, 0.53)  0.088
H (0.78, 4.81, 0.80)  0.088
H (1.94, 3.73, 1.60)  0.077
C (-1.19, 1.87, -1.58)  -0.149
C (-2.41, 1.76, -2.44)  -0.285
C (-2.37, 1.09, -3.67)  -0.031
C (-3.51, 0.99, -4.45)  -0.048
C (-4.70, 1.57, -4.04)  -0.058
C (-4.74, 2.28, -2.85)  -0.060
C (-3.60, 2.37, -2.06)  -0.069
H (-1.38, 2.64, -0.82)  0.084
H (-0.35, 2.22, -2.17)  0.056
H (-1.44, 0.67, -4.03)  0.101
H (-3.46, 0.48, -5.40)  0.116
H (-5.58, 1.51, -4.66)  0.116
H (-5.65, 2.78, -2.54)  0.118
H (-3.63, 2.96, -1.15)  0.118

Relative energy (zero: lowest compared OMol25 entry of this formula, charge and spin) (kJ/mol): 0.00
Total energy (Ha): -2480.733829
Net charge: +2

***

HOMO energy readings, ordered: -9.47; -9.50; -8.68; -13.71 eV